# 1
{
  "formula": "C10H14BMgN7O3",
  "method": "the ωB97M-V functional and the def2-TZVPD basis",
  "gap_ev": [5.2, 4.4],
  "multiplicity": 1,
  "charge": 2,
  "de_lowest_ev": 0.489,
  "symbols": ["H", "Mg", "C", "N", "C", "N", "H", "C", "O", "N", "H", "B", "N", "C", "H", "H", "H", "C", "H", "O", "H", "C", "H", "H", "H", "N", "O", "N", "C", "C", "N", "H", "H", "H", "C", "C"],
  "positions_angstrom": [[-1.685, 3.406, 0.745], [-0.045, -1.205, 1.900], [-1.102, -1.732, -2.514], [-0.807, 1.765, -0.243], [3.747, -0.116, -0.209], [1.581, -0.313, 0.397], [-1.431, 4.618, -1.706], [-1.271, 3.004, -0.168], [1.108, -0.844, 3.590], [1.662, 0.053, -0.936], [-1.202, -1.884, 2.881], [0.430, 0.254, -1.862], [-0.746, -1.435, -0.313], [-0.480, 2.688, -2.241], [0.768, 0.322, -3.010], [4.819, -0.133, -0.173], [-1.821, -0.426, 1.797], [-1.118, 3.633, -1.435], [-0.971, -1.517, -3.568], [0.069, 0.826, 2.592], [-2.354, -3.546, -2.253], [-1.775, -2.747, -1.835], [-0.144, 2.693, -3.267], [3.080, -0.591, 1.885], [-1.918, -3.051, 0.394], [-0.283, 1.584, -1.502], [1.442, 1.261, 4.272], [0.889, 0.470, 3.518], [-1.542, -2.515, -0.467], [2.952, 0.158, -1.316], [-0.506, -0.946, -1.592], [-2.892, -1.819, 2.162], [3.184, 0.401, -2.347], [-2.444, -0.718, 3.428], [-2.048, -1.225, 2.541], [2.856, -0.374, 0.854]],
  "atomic_forces_ev_per_a": [[-0.05, -0.10, -0.09], [2.62, 2.16, -2.22], [-0.19, -0.47, 0.93], [-0.68, 1.17, 1.39], [1.22, -0.21, 1.34], [3.00, -0.20, 2.00], [-0.09, 0.36, -0.19], [0.45, -1.15, -0.21], [-0.40, 1.26, -0.85], [2.48, 0.40, -1.34], [-1.99, -0.27, 0.79], [-0.93, -0.82, -0.06], [-0.70, -0.56, 0.05], [1.39, -3.35, -0.27], [0.08, -0.07, 0.19], [0.27, 0.01, 0.00], [-0.38, -0.54, 0.48], [-0.75, 0.98, 1.33], [-0.18, -0.12, 0.17], [0.80, -0.69, 0.71], [-0.08, -0.06, -0.15], [0.12, 0.29, 0.02], [-0.10, 0.30, -0.05], [-0.05, -0.13, 0.12], [0.08, -0.06, -0.18], [-0.16, 1.97, -1.61], [-1.33, -2.06, -1.85], [0.82, 0.93, 1.26], [0.67, 0.95, -1.23], [-3.58, 0.18, -1.22], [0.46, -0.14, 0.83], [0.64, -0.08, 0.02], [0.16, -0.02, 0.24], [0.51, -0.14, -0.06], [-1.77, 0.18, 0.38], [-2.37, 0.07, -0.66]],
  "lowdin_charge": [0.14, 0.79, -0.02, 0.17, 0.14, 0.10, 0.14, -0.02, -0.10, 0.05, 0.05, -0.47, -0.02, 0.06, 0.13, 0.15, 0.04, 0.13, 0.14, -0.10, 0.11, -0.01, 0.16, 0.14, 0.11, 0.02, 0.15, -0.47, -0.11, 0.08, -0.03, 0.09, 0.16, 0.10, -0.01, 0.00]
}

# 2
{
  "formula": "C19H25N6O7Tc",
  "method": "the ωB97M-V functional and the def2-TZVPD basis",
  "gap_ev": [5.7, 7.3],
  "multiplicity": 4,
  "charge": 3,
  "s2": 3.801,
  "de_lowest_ev": 0.000,
  "symbols": ["N", "C", "H", "H", "H", "O", "O", "H", "C", "H", "C", "H", "C", "Tc", "N", "C", "H", "C", "H", "H", "N", "C", "H", "C", "H", "C", "N", "H", "N", "H", "C", "C", "O", "O", "H", "O", "H", "H", "H", "O", "H", "C", "N", "C", "H", "H", "H", "C", "C", "H", "H", "H", "C", "C", "C", "O", "H", "C"],
  "positions_angstrom": [[-0.683, 2.722, -2.356], [-3.559, 0.483, -0.112], [1.315, -6.079, 0.868], [-3.889, 2.301, -1.233], [1.396, -3.813, 1.893], [-0.510, 7.141, -0.186], [0.193, 2.021, -2.816], [2.803, -0.303, -1.927], [-0.622, 4.497, -0.671], [0.696, -5.523, -1.364], [0.291, 2.093, 0.044], [3.978, 0.253, 0.049], [0.427, 2.809, 1.367], [0.460, -0.831, 1.252], [1.858, 0.049, -0.066], [-2.712, -0.397, 0.571], [-0.976, 5.160, -1.453], [-0.175, 4.978, 0.490], [-0.290, -5.579, 1.417], [-1.342, -2.404, -0.989], [-0.022, -2.908, 0.593], [-0.898, 1.152, 0.024], [-2.065, 2.763, 0.762], [-1.107, -4.531, -0.978], [1.747, 1.622, -1.481], [1.027, -3.931, 0.874], [-0.176, 6.446, 0.738], [-3.118, -1.271, 1.062], [0.830, 2.044, 2.521], [-1.436, -4.682, -2.006], [1.648, 1.522, -0.406], [3.156, -0.116, 0.664], [1.154, 2.545, 3.539], [0.167, 6.786, 1.846], [-0.453, -6.499, -0.736], [0.810, 0.756, 2.439], [3.330, -1.178, 0.856], [1.052, -0.614, -1.909], [2.207, -1.750, -1.115], [-1.608, 3.208, -2.947], [0.457, 4.592, 2.530], [-0.682, 3.025, -0.863], [-0.052, -5.558, -0.664], [-3.191, 1.705, -0.663], [-4.597, 0.187, -0.212], [0.258, -2.930, -1.490], [-0.803, -3.106, 1.227], [-0.553, -3.127, -0.787], [1.975, -0.710, -1.344], [1.862, -3.742, 0.194], [3.143, 0.432, 1.604], [2.454, 2.084, 0.064], [-1.890, 2.243, -0.189], [-1.256, -0.184, 0.450], [0.515, -5.356, 0.715], [-0.867, 0.110, -0.939], [-1.947, -4.736, -0.313], [0.269, 4.132, 1.567]],
  "atomic_forces_ev_per_a": [[-0.09, -0.05, 0.05], [-0.04, -0.05, -0.01], [0.00, 0.02, 0.01], [0.00, 0.00, -0.01], [-0.01, -0.02, -0.01], [0.00, 0.00, 0.08], [-0.04, 0.04, -0.03], [-0.01, -0.01, 0.00], [0.07, 0.07, 0.12], [0.00, -0.01, 0.00], [-0.07, 0.03, 0.00], [0.00, -0.02, 0.00], [-0.01, 0.10, 0.07], [-0.04, -0.13, -0.18], [0.07, 0.03, -0.06], [-0.03, 0.03, -0.03], [0.00, 0.01, 0.00], [-0.08, -0.08, -0.09], [0.02, 0.00, 0.01], [0.00, -0.02, -0.02], [-0.09, -0.04, -0.03], [0.07, 0.03, -0.05], [0.00, 0.00, 0.00], [-0.01, 0.00, 0.00], [0.01, 0.02, 0.02], [0.06, 0.02, 0.03], [0.05, -0.03, -0.06], [0.00, -0.01, 0.01], [0.00, 0.01, -0.07], [0.00, 0.02, 0.01], [0.02, -0.03, 0.03], [-0.03, 0.02, 0.01], [-0.02, 0.02, 0.04], [-0.03, 0.01, -0.04], [0.00, 0.00, 0.00], [0.11, 0.19, 0.15], [0.00, -0.01, 0.02], [0.04, -0.02, 0.01], [-0.02, -0.02, -0.02], [0.09, -0.03, 0.03], [0.00, 0.00, 0.01], [0.04, -0.02, 0.00], [0.01, -0.02, -0.02], [-0.05, 0.03, -0.01], [0.00, 0.00, 0.00], [-0.01, 0.01, 0.01], [0.02, -0.01, -0.01], [-0.01, 0.04, -0.02], [-0.01, 0.00, -0.02], [0.00, -0.01, 0.01], [0.00, 0.01, 0.01], [-0.01, 0.00, 0.01], [0.08, -0.01, 0.00], [-0.14, -0.09, 0.20], [-0.01, -0.03, 0.01], [0.09, 0.02, -0.04], [0.00, 0.01, -0.01], [0.00, -0.06, -0.08]],
  "lowdin_charge": [-0.30, -0.04, 0.16, 0.14, 0.14, 0.16, 0.12, 0.13, 0.16, 0.20, -0.14, 0.13, -0.06, 1.50, -0.34, 0.00, 0.16, -0.06, 0.15, 0.13, -0.16, -0.38, 0.19, -0.06, 0.12, -0.16, -0.34, 0.11, -0.23, 0.16, -0.03, -0.04, 0.25, 0.14, 0.20, -0.15, 0.10, 0.09, 0.08, 0.18, 0.16, -0.12, 0.08, 0.07, 0.13, 0.12, 0.14, -0.15, -0.04, 0.13, 0.09, 0.15, -0.08, -0.35, -0.07, 0.02, 0.15, 0.17]
}